P | Here is a gas-phase ion, C12H17N2O (charge +1) from the Open Molecules 2025 dataset. Energies are from wB97M-V/def2-TZVPD.

Charge: +1
E_HOMO, eV: -12.913
Molecular weight, Da: 205.28
2S+1: 1
Kohn-Sham gap, eV: 9.652
SMILES string: N[C@](C=O)(c1ccccc1)[NH+]1CCCC1

Geometry (Å):
N (1.93, 0.00, 1.14)
C (1.09, 0.23, 0.03)
C (1.94, 0.78, -1.10)
O (3.11, 1.08, -0.92)
C (-0.09, 1.41, 0.36)
C (-0.57, 2.22, -0.73)
C (-1.51, 3.17, -0.58)
C (-1.91, 3.45, 0.74)
C (-1.36, 2.76, 1.82)
C (-0.57, 1.60, 1.64)
N (0.22, -0.95, -0.53)
C (-0.77, -1.48, 0.49)
C (-1.15, -2.82, -0.22)
C (0.14, -3.38, -0.77)
C (1.11, -2.12, -0.86)
H (2.86, 0.23, 0.87)
H (1.57, 0.37, 2.01)
H (1.61, 0.82, -2.11)
H (-0.33, 2.16, -1.75)
H (-1.82, 3.62, -1.43)
H (-2.56, 4.32, 0.81)
H (-1.64, 2.87, 2.88)
H (-0.21, 0.88, 2.48)
H (-0.16, -0.69, -1.39)
H (-1.55, -0.86, 0.50)
H (-0.10, -1.67, 1.41)
H (-1.83, -2.69, -1.16)
H (-1.65, -3.39, 0.52)
H (0.71, -4.06, -0.17)
H (0.10, -3.75, -1.87)
H (1.85, -2.25, -0.18)
H (1.56, -1.89, -1.92)

---

Q | Here is a gas-phase ion, C12H17N2O (charge +1) from the Open Molecules 2025 dataset. Energies are from wB97M-V/def2-TZVPD.

Charge: +1
E_HOMO (spin up / spin down), eV: -11.242 / -11.245
Molecular weight, Da: 205.28
2S+1: 1
Kohn-Sham gap (spin up / spin down), eV: 7.643 / 7.642

Geometry (Å):
C (-2.50, -0.41, -2.66)
C (-1.50, -1.32, -2.52)
C (-2.82, 0.48, -1.61)
C (-0.66, -1.27, -1.37)
C (-2.14, 0.44, -0.44)
C (-0.99, -0.40, -0.33)
C (0.10, 1.66, 1.95)
C (-0.14, -0.40, 0.81)
C (1.61, 1.06, 0.23)
C (1.36, 1.37, -1.17)
C (2.80, 0.33, 0.62)
C (0.11, -2.50, 1.85)
N (1.01, 2.02, 1.16)
N (-0.41, 0.47, 2.00)
O (0.69, -1.42, 1.17)
H (-3.15, -0.22, -3.53)
H (-1.13, -2.06, -3.25)
H (-3.73, 1.08, -1.65)
H (0.30, -1.85, -1.34)
H (-2.42, 1.12, 0.24)
H (-0.26, 2.23, 2.80)
H (1.49, 0.66, -1.95)
H (2.06, 2.12, -1.48)
H (0.44, 1.72, -1.54)
H (3.52, 0.46, -0.19)
H (2.56, -0.82, 0.71)
H (3.41, 0.54, 1.52)
H (0.85, -2.71, 2.66)
H (-0.02, -3.35, 1.23)
H (-0.80, -2.28, 2.31)
H (1.65, 2.78, 1.28)
H (-1.28, 0.46, 2.52)

---

R | Here is a molecular structure, C12H17N2O from the Open Molecules 2025 dataset. Energies are from wB97M-V/def2-TZVPD.

Charge: +1
E_HOMO, eV: -12.522
Molecular weight, Da: 205.28
2S+1: 1
Kohn-Sham gap, eV: 8.652

Geometry (Å):
C (0.82, 3.44, -1.98)
C (1.37, 2.25, -2.31)
C (-0.06, 3.53, -0.95)
C (1.15, 1.03, -1.65)
C (-0.29, 2.34, -0.15)
C (0.24, 1.03, -0.62)
C (-1.09, 2.25, 1.03)
C (-1.60, 1.08, 1.50)
C (-1.08, -0.05, 0.88)
C (-2.83, -2.34, 0.59)
C (2.65, -1.65, 0.35)
C (-1.71, -1.81, 1.51)
N (-0.18, -0.14, -0.03)
N (1.59, -2.01, -0.45)
O (-0.55, -2.47, 1.46)
H (1.04, 4.38, -2.63)
H (2.04, 2.24, -3.25)
H (-0.38, 4.46, -0.49)
H (1.47, 0.21, -2.23)
H (-1.25, 3.24, 1.55)
H (-2.38, 1.08, 2.22)
H (-2.69, -3.37, 0.41)
H (-2.81, -1.91, -0.44)
H (-3.81, -2.11, 1.03)
H (3.70, -1.94, 0.01)
H (2.69, -0.60, 0.43)
H (2.41, -1.98, 1.47)
H (-2.02, -1.55, 2.43)
H (0.52, -0.92, -0.24)
H (1.36, -3.06, -0.33)
H (1.83, -2.02, -1.45)
H (-0.16, -2.64, 2.32)

---

Most favorable structure: R. The second most favorable one is 0.0057 hartree above it.